No. 1
Here is a 2-piece molecular cluster, C4H8Cl2N4O2S overall from the Open Molecules 2025 dataset. Energies are from ωB97M-V/def2-TZVPD.

XYZ file:
```
21
Properties=species:S:1:pos:R:3:forces:R:3
C -0.067 2.366 -0.048 0.4 -0.8 0.5
N -0.676 1.044 0.413 -1.5 3.2 -2.7
C -2.009 0.699 0.221 0.6 0.9 -0.7
C -2.476 -0.521 0.621 -2.1 1.9 0.0
N -1.539 -1.428 0.775 -1.1 -2.1 0.0
N -0.399 -1.071 0.991 3.1 -0.1 1.8
C -0.078 0.324 1.378 1.4 -2.8 1.2
Cl -0.748 0.883 2.948 -0.1 -0.2 1.2
H 0.831 2.101 -0.568 0.9 -0.3 0.2
H -0.618 2.785 -0.851 -1.2 0.3 -0.4
H 0.187 3.184 0.697 -0.8 -1.5 -0.3
H -2.616 1.273 -0.478 0.3 0.5 0.6
H -3.532 -0.812 0.656 0.6 0.2 -0.4
H 1.030 0.206 1.526 -1.1 1.3 -0.6
N 1.409 -2.233 -0.542 2.4 1.5 -0.5
S 2.356 -1.216 -1.395 -3.8 2.6 3.8
O 3.474 -1.786 -1.987 1.7 -1.2 -0.8
O 2.417 -0.018 -0.549 0.2 -1.6 -1.7
Cl 1.088 -0.745 -2.940 0.1 0.3 -0.3
H 0.630 -1.930 0.056 0.1 0.9 0.4
H 1.337 -3.106 -0.925 -0.2 -2.7 -1.2
```
Forces are in eV/Å.

E_LUMO, eV: -0.01
SMILES: CN1C=CN=N[C@@H]1Cl.NS(=O)(=O)Cl
Frontier orbital gap, eV: 9.21


No. 2
Here is one molecule with the formula C3H3NO4 from the Open Molecules 2025 dataset. Energies are from ωB97M-V/def2-TZVPD.

XYZ file:
```
11
Properties=species:S:1:pos:R:3:forces:R:3
N -1.243 1.205 1.080 0.8 -0.8 1.3
C -0.517 0.648 -0.040 3.3 -1.8 2.3
O -1.155 -0.492 -0.784 -4.8 5.2 2.7
C -0.371 -1.306 -1.201 4.8 -5.3 -3.1
O -0.533 -2.391 -1.672 -0.9 -0.3 -0.4
O 0.988 -0.912 -1.084 -1.2 2.3 3.4
C 0.860 0.065 -0.029 -5.8 0.6 -4.3
O 1.956 0.542 0.338 1.8 2.0 2.0
H -1.226 0.394 2.028 -0.3 4.2 -3.5
H -1.342 2.382 1.193 0.6 -5.1 -0.2
H 2.582 -0.136 0.170 1.7 -0.9 -0.3
```
Forces are in eV/Å.

E_LUMO, eV: -0.21
SMILES: Nc1oc(=O)oc1O
Frontier orbital gap, eV: 8.63


No. 3
Here is one molecule with the formula C16H15NO2 from the Open Molecules 2025 dataset. Energies are from ωB97M-V/def2-TZVPD.

XYZ file:
```
34
Properties=species:S:1:pos:R:3:forces:R:3
O -0.717 1.653 3.137 -2.8 3.4 12.9
C -0.451 1.327 2.118 2.8 -6.2 -8.7
N -0.649 1.952 1.049 0.5 1.6 -10.2
C -1.387 3.191 0.757 3.7 -4.1 1.3
C -1.459 4.273 1.696 8.6 -2.0 7.5
C -2.509 3.506 1.480 -10.4 -4.6 3.3
C 0.179 0.015 1.736 6.1 -1.9 6.6
C 1.262 -0.419 2.775 -6.6 7.8 3.0
C 1.894 -1.494 2.635 7.7 -8.8 1.3
C 1.929 -2.381 1.499 -4.7 1.6 0.3
C 0.853 -2.065 0.573 7.3 -3.1 1.7
O 1.045 -2.917 -0.549 -0.9 0.7 3.4
C 0.688 -2.391 -1.688 -1.1 -1.0 -4.3
C 1.302 -1.136 -2.247 -1.2 -5.5 7.8
C 0.731 -0.932 -3.334 5.6 12.7 -4.2
C 0.083 -1.462 -4.276 -4.9 -4.8 -4.7
C -0.498 -2.603 -4.028 2.9 -2.4 9.5
C -0.135 -3.215 -2.468 3.2 12.5 -6.2
C 0.300 -0.853 0.756 -7.1 2.2 -7.1
H -0.249 1.370 0.040 -1.8 2.6 4.2
H -1.249 3.308 -0.207 0.0 1.2 -4.6
H -1.237 5.155 1.435 0.6 6.8 -2.3
H -0.712 4.058 2.660 -2.3 0.4 -2.3
H -3.257 4.051 0.937 -1.1 -0.5 -0.1
H -2.886 2.687 2.383 0.9 2.6 -2.9
H 1.249 0.138 3.898 0.2 -1.3 -3.5
H 2.713 -1.942 3.523 -2.5 1.8 -2.3
H 2.300 -3.398 1.467 0.7 0.4 0.1
H 1.760 -0.538 -1.501 0.9 0.9 -0.3
H 1.164 0.145 -3.859 -0.9 -2.1 1.6
H -0.091 -1.247 -5.265 0.3 2.2 -2.1
H -0.965 -3.249 -4.586 -2.7 -3.1 -3.3
H -0.462 -4.060 -2.353 -3.3 -8.9 2.2
H -0.539 -0.528 -0.195 2.2 -1.2 2.2
```
Forces are in eV/Å.

E_LUMO, eV: 0.26
SMILES: O=C(NC1CC1)c1cccc(Oc2ccccc2)c1
Frontier orbital gap, eV: 8.81


No. 4
Here is C16H36N4O7V as an isolated structure from the Open Molecules 2025 dataset. Energies are from ωB97M-V/def2-TZVPD.

XYZ file:
```
64
Properties=species:S:1:pos:R:3:forces:R:3
V 0.194 -0.794 -0.915 1.9 -0.5 -0.4
C -1.210 -1.324 -4.864 1.0 0.0 -0.3
C -0.834 -0.951 -3.443 1.0 0.1 1.0
O 0.368 -0.676 -3.170 0.8 -0.1 -0.4
O -1.622 -1.013 -2.476 -1.7 -0.3 -0.4
H -1.699 -0.547 -5.452 -1.0 -0.3 0.5
H -1.636 -2.324 -4.792 -0.8 0.4 -0.4
H -0.318 -1.434 -5.480 0.5 -0.2 0.4
C 2.282 -4.891 -0.060 1.2 0.6 -0.3
C 1.751 -3.717 -0.926 -1.5 -0.1 0.8
O 1.105 -2.708 -0.205 -0.3 0.6 -0.4
H 2.953 -5.516 -0.648 0.1 -0.1 -0.5
H 1.600 -5.609 0.396 -0.5 0.6 0.1
H 2.959 -4.472 0.684 -0.2 0.0 0.5
H 1.065 -4.208 -1.615 -0.4 0.0 -0.6
H 2.538 -3.308 -1.560 0.7 0.0 -0.1
C 3.746 0.012 -1.041 -3.2 -0.9 1.4
O 2.471 -0.057 -0.975 4.0 0.4 -0.7
N 4.577 -0.458 -0.071 -0.5 0.0 -0.7
C 6.008 -0.242 -0.158 1.1 -0.4 0.6
C 4.096 -1.356 1.027 -0.3 1.5 -0.5
H 4.324 0.450 -1.870 -0.5 0.2 -0.1
H 6.554 -1.185 -0.136 -0.2 -0.3 0.2
H 6.386 0.349 0.676 -0.3 -0.1 0.4
H 6.486 0.267 -0.996 -1.2 0.2 -0.6
H 4.093 -2.401 0.715 0.4 0.1 0.2
H 4.675 -1.079 1.908 0.3 -0.6 0.0
H 3.065 -1.103 1.272 -0.1 0.0 -0.4
C 0.887 1.091 1.686 0.0 -0.4 1.3
O 0.729 0.027 1.132 -0.6 0.1 0.2
N 0.363 1.430 2.904 -1.2 -0.9 2.0
C 0.766 2.669 3.566 -0.1 -0.5 -0.5
C -0.640 0.590 3.729 0.3 -0.2 -1.5
H 1.575 1.875 1.334 -0.1 0.0 -0.3
H -0.087 3.348 3.580 0.2 0.3 0.0
H 1.626 3.063 3.024 -0.2 0.4 0.0
H 1.082 2.484 4.593 0.0 -0.1 0.0
H -1.640 1.021 3.773 0.0 0.5 -0.5
H -0.757 -0.401 3.291 0.2 0.2 -0.4
H -0.455 0.373 4.781 1.2 0.6 0.0
C -2.605 -1.160 1.088 -0.3 0.1 0.1
O -1.761 -0.844 0.284 0.1 0.2 -0.1
N -3.914 -0.829 0.987 0.2 0.3 -0.4
C -4.910 -1.391 1.878 0.6 0.5 -0.6
C -4.387 -0.012 -0.123 0.2 -0.1 -0.7
H -2.348 -1.706 2.008 -0.2 -0.2 -0.1
H -5.623 -1.973 1.294 -0.1 -0.2 0.1
H -5.428 -0.549 2.337 -0.2 -0.3 0.5
H -4.361 -2.029 2.571 -0.5 0.1 0.3
H -5.063 -0.586 -0.757 -0.3 -0.1 0.1
H -4.875 0.915 0.180 -0.2 -0.1 0.5
H -3.595 0.293 -0.807 0.4 -0.3 0.3
C -0.751 2.477 -1.820 0.0 -0.3 0.4
O -0.353 1.481 -1.252 -0.3 -0.2 0.4
N -1.621 3.377 -1.301 -1.7 0.7 1.7
C -1.758 4.698 -1.892 -0.6 -0.6 -0.3
C -2.372 3.233 0.008 0.9 -0.7 -0.8
H -0.418 2.713 -2.843 0.0 0.2 0.1
H -1.460 4.545 -2.929 0.3 0.9 0.0
H -1.264 5.482 -1.318 0.8 -0.1 -0.3
H -2.791 5.045 -1.880 -0.3 -0.4 -0.2
H -2.204 2.237 0.419 0.6 0.1 0.1
H -2.103 4.034 0.696 0.4 -0.1 0.1
H -3.460 3.274 -0.044 -0.1 0.3 -1.0
```
Forces are in eV/Å.

E_LUMO (spin up / spin down), eV: 0.27 / 0.26
Frontier orbital gap (spin up / spin down), eV: 5.82 / 6.53
Multiplicity: 4
<S²>: 3.7538


No. 5
Here is C44H40N2RuS4Sb2 as an isolated structure from the Open Molecules 2025 dataset. Energies are from ωB97M-V/def2-TZVPD.

XYZ file:
```
93
Properties=species:S:1:pos:R:3:forces:R:3
Ru -0.612 -0.645 -0.189 -3.3 -0.8 1.6
C -0.144 2.197 -1.091 0.3 0.0 0.0
C 1.339 2.172 -0.656 -0.1 -0.3 0.0
C 1.771 0.897 0.079 -0.4 0.0 0.0
Sb 1.942 -0.751 -1.357 0.9 0.0 -0.1
C 2.743 -2.252 -0.050 0.0 -0.2 -0.2
C 2.008 -2.692 1.050 0.3 -0.1 -0.1
C 2.448 -3.772 1.806 0.0 0.0 0.0
C 3.623 -4.427 1.464 0.1 0.0 0.0
C 4.364 -4.000 0.370 0.0 0.1 -0.1
C 3.921 -2.923 -0.390 -0.1 0.0 0.1
C 3.839 0.128 -1.893 0.0 0.1 -0.1
C 3.978 0.860 -3.070 0.0 -0.1 0.0
C 5.130 1.605 -3.310 0.0 0.0 0.0
C 6.153 1.620 -2.375 0.0 -0.1 0.0
C 6.028 0.884 -1.201 0.0 0.0 0.0
C 4.875 0.150 -0.955 0.0 0.0 -0.1
Sb -0.720 2.823 -3.127 0.1 -0.2 0.0
C 1.070 3.805 -3.816 -0.1 0.0 0.1
C 2.005 4.408 -2.974 -0.1 0.1 -0.1
C 3.132 5.034 -3.499 -0.1 0.0 0.0
C 3.329 5.075 -4.871 0.0 0.0 0.0
C 2.383 4.518 -5.723 0.0 0.0 0.0
C 1.256 3.897 -5.198 0.1 0.1 0.1
C -0.305 0.931 -4.093 0.1 0.1 0.1
C -1.232 -0.095 -3.912 0.0 0.1 -0.2
C -1.018 -1.356 -4.457 -0.1 0.0 0.1
C 0.142 -1.617 -5.169 0.1 0.0 0.0
C 1.067 -0.601 -5.370 0.0 0.1 0.0
C 0.832 0.671 -4.857 -0.1 -0.2 0.1
H -0.720 2.837 -0.425 0.0 0.0 0.1
H -0.617 1.186 -0.999 0.0 0.5 -0.3
H 1.506 3.004 0.031 0.0 0.1 -0.1
H 1.998 2.324 -1.510 0.1 0.0 0.0
H 1.062 0.673 0.874 -0.1 0.1 0.3
H 2.745 1.022 0.549 0.1 -0.2 0.0
H 1.083 -2.198 1.316 -0.2 0.0 0.1
H 1.868 -4.111 2.656 0.0 0.0 0.0
H 3.961 -5.275 2.049 0.0 0.1 0.0
H 5.279 -4.513 0.097 0.0 0.0 0.0
H 4.491 -2.600 -1.254 0.0 -0.1 0.0
H 3.183 0.857 -3.806 0.1 0.0 0.1
H 5.217 2.176 -4.228 0.0 0.0 0.0
H 7.048 2.205 -2.556 0.0 0.0 0.0
H 6.828 0.887 -0.469 0.0 0.0 0.0
H 4.782 -0.404 -0.029 0.0 0.0 0.0
H 1.852 4.408 -1.901 0.1 0.0 -0.1
H 3.851 5.494 -2.831 0.0 0.0 0.0
H 4.212 5.551 -5.281 0.0 0.0 0.0
H 2.519 4.573 -6.797 0.0 0.0 0.0
H 0.512 3.485 -5.872 0.1 0.0 0.0
H -2.161 0.098 -3.392 0.0 -0.1 0.2
H -1.766 -2.128 -4.332 0.0 0.0 0.1
H 0.316 -2.605 -5.581 0.0 0.0 0.0
H 1.966 -0.786 -5.947 0.0 0.0 0.0
H 1.537 1.461 -5.070 0.1 0.0 0.1
S -4.117 -3.523 -0.801 0.1 0.2 0.0
C -2.891 -2.441 -0.670 -0.7 -0.7 -0.2
S -1.234 -2.867 -0.519 0.6 0.6 0.2
S -3.092 -0.724 -0.696 1.8 0.3 0.1
N -2.890 2.183 1.432 0.0 0.0 0.2
C -2.126 2.429 2.519 0.1 0.2 -0.1
N -2.768 2.924 3.600 0.0 -0.1 -0.2
S -0.463 2.230 2.483 -0.1 0.1 0.2
H -3.891 2.159 1.532 -0.1 0.0 0.0
H -2.500 1.553 0.751 0.1 -0.1 -0.1
H -3.762 2.798 3.713 0.0 0.0 0.0
H -2.213 3.073 4.421 0.1 0.0 0.1
C -1.355 -0.804 1.591 0.1 0.1 -2.3
C -2.211 -1.126 2.454 0.7 0.4 0.4
C -3.036 -1.447 3.452 0.0 -0.2 0.0
C -2.959 -2.775 4.078 -0.1 -0.2 0.1
C -1.890 -3.629 3.775 0.0 0.1 0.0
C -1.858 -4.920 4.264 0.0 0.0 0.0
C -2.898 -5.391 5.058 0.0 0.0 0.0
C -3.965 -4.559 5.367 0.0 0.0 0.0
C -3.997 -3.261 4.884 0.1 0.1 -0.1
C -4.067 -0.464 3.859 -0.1 0.0 0.2
C -4.207 -0.087 5.195 0.0 0.0 0.0
C -5.167 0.845 5.562 0.1 0.0 0.0
C -6.006 1.396 4.601 0.0 0.1 0.0
C -5.868 1.025 3.268 0.0 0.0 0.0
C -4.901 0.102 2.898 -0.1 -0.2 -0.1
H -1.090 -3.260 3.144 0.0 0.0 0.0
H -1.029 -5.569 4.012 0.0 0.0 0.0
H -2.882 -6.411 5.424 0.0 0.0 0.0
H -4.786 -4.926 5.970 0.0 0.0 0.0
H -4.847 -2.630 5.106 0.0 0.0 0.0
H -3.551 -0.520 5.942 0.0 0.0 0.0
H -5.258 1.144 6.599 0.0 0.0 0.0
H -6.773 2.103 4.894 0.0 0.0 0.0
H -6.526 1.446 2.517 0.0 -0.1 0.0
H -4.818 -0.243 1.870 0.1 0.1 0.0
```
Forces are in eV/Å.

E_LUMO (spin up / spin down), eV: -1.80 / -1.80
Frontier orbital gap (spin up / spin down), eV: 5.63 / 5.63


No. 6
Here is a 10-piece molecular cluster, C36H60N2O28S overall from the Open Molecules 2025 dataset. Energies are from ωB97M-V/def2-TZVPD.

XYZ file:
```
127
Properties=species:S:1:pos:R:3:forces:R:3
O 6.435 3.176 4.023 0.3 0.0 -0.5
N 5.659 2.943 4.913 -0.9 0.5 0.9
O 5.944 2.670 6.061 0.5 -0.2 0.1
C 4.218 3.026 4.653 -1.7 -0.4 -0.6
C 3.288 2.504 5.551 0.4 -1.0 0.1
C 1.968 2.312 5.165 -1.4 1.7 0.5
C 1.435 2.968 4.051 1.8 0.0 -0.8
C 2.373 3.451 3.116 -1.5 0.2 1.3
C 3.708 3.463 3.437 1.3 0.0 -1.4
H 3.576 2.145 6.529 0.3 -0.1 -0.1
H 1.247 1.885 5.850 0.3 -0.2 0.2
H 0.388 3.136 3.836 -0.2 -0.6 0.2
H 1.983 3.864 2.198 0.4 0.0 -0.2
H 4.358 3.753 2.617 0.4 0.1 0.4
O -2.541 5.986 -6.375 -0.1 0.2 0.3
N -1.797 5.033 -6.341 0.3 -0.4 -0.4
O -1.468 4.393 -7.319 0.0 -0.2 -0.2
C -1.220 4.605 -5.059 -0.6 0.7 1.2
C -1.600 5.318 -3.930 -0.6 0.1 -0.1
C -1.120 4.939 -2.693 0.9 0.0 0.1
C -0.166 3.932 -2.610 0.2 0.1 -0.4
C 0.246 3.255 -3.764 -0.2 0.0 1.1
C -0.346 3.544 -4.968 0.2 0.3 -1.4
H -2.319 6.120 -4.026 0.1 0.1 -0.1
H -1.329 5.500 -1.792 -0.4 0.0 -0.1
H 0.299 3.727 -1.653 0.0 -0.2 0.0
H 1.015 2.503 -3.663 -0.1 -0.1 -0.3
H -0.118 3.069 -5.915 0.3 -0.3 0.2
C 3.869 -4.285 3.598 -2.1 0.7 0.2
C 3.277 -4.864 4.882 2.2 0.8 0.0
O 3.011 -6.265 4.646 0.2 -0.3 1.0
S 3.728 -7.301 5.660 -0.6 -0.4 1.1
C 3.310 -6.550 7.307 0.3 -1.4 -0.1
O 3.021 -8.563 5.526 0.8 1.7 0.0
O 5.166 -7.256 5.520 -1.2 0.2 -0.1
H 3.024 -4.339 2.906 0.7 -0.5 -0.8
H 4.801 -4.738 3.283 -0.2 -0.3 -0.1
H 3.987 -3.201 3.681 0.3 -0.1 0.5
H 4.059 -4.682 5.626 0.0 -0.8 0.2
H 2.435 -4.322 5.305 -0.6 -0.3 -0.6
H 3.951 -5.705 7.532 -0.3 0.3 -0.3
H 3.547 -7.297 8.070 0.3 -0.3 -0.4
H 2.238 -6.434 7.450 0.0 0.5 -0.6
C 2.702 0.124 -5.731 0.0 0.5 0.5
O 1.765 0.349 -6.786 -0.1 -0.1 0.6
C 0.477 0.395 -6.445 -0.1 1.5 -1.7
O -0.018 0.405 -5.356 0.0 -0.7 0.7
O -0.171 0.647 -7.602 0.3 -0.7 -0.1
C -1.589 0.524 -7.602 -0.2 0.1 1.0
H 3.659 0.117 -6.243 0.1 -0.7 0.2
H 2.393 -0.738 -5.142 0.5 -0.4 -0.3
H 2.779 0.931 -4.993 -0.5 0.3 -0.3
H -1.985 1.259 -6.899 -0.2 0.1 -0.2
H -1.891 -0.463 -7.248 0.0 0.0 -0.1
H -1.964 0.697 -8.604 0.3 0.1 -0.1
C 5.130 -1.969 1.121 -0.6 0.3 0.5
O 4.263 -1.888 -0.036 1.1 0.8 0.9
C 3.667 -3.014 -0.371 -1.0 -0.8 -0.6
O 3.805 -4.115 0.097 0.3 0.4 0.1
O 2.814 -2.702 -1.361 0.3 0.2 -0.2
C 2.138 -3.762 -2.006 -0.8 -0.7 -0.5
H 5.308 -0.988 1.562 -0.2 0.4 -0.8
H 6.101 -2.396 0.892 -0.2 -0.4 -0.1
H 4.576 -2.462 1.917 0.4 -0.6 -0.2
H 1.768 -4.520 -1.319 0.2 0.1 0.2
H 2.712 -4.249 -2.797 0.5 0.1 0.3
H 1.271 -3.352 -2.520 0.0 0.3 0.3
C -2.336 1.121 7.656 -0.6 -1.1 1.5
O -1.937 0.866 6.323 -0.7 1.0 -0.3
C -0.902 0.117 6.025 1.2 -0.4 -0.7
O -0.088 -0.361 6.763 -0.3 0.0 0.6
O -0.734 -0.046 4.694 -0.2 -0.3 0.4
C -1.591 0.539 3.753 -1.6 1.0 -1.3
H -1.582 1.082 8.443 0.7 0.0 -0.6
H -3.029 0.327 7.942 -0.1 0.0 -0.1
H -2.873 2.057 7.782 0.2 0.2 -0.8
H -2.456 -0.025 3.375 0.3 -0.9 0.7
H -1.058 0.739 2.823 0.5 0.2 0.4
H -2.109 1.438 4.083 0.7 0.3 0.2
C 2.177 0.132 2.195 0.6 1.1 -1.0
O 1.383 -0.371 1.125 -0.5 -0.8 0.3
C 0.827 0.525 0.303 1.4 -0.9 0.7
O 0.918 1.719 0.410 -0.3 0.5 0.1
O 0.271 -0.176 -0.664 -0.5 0.6 -1.1
C -0.326 0.629 -1.692 -1.7 0.4 0.1
H 2.695 -0.650 2.742 -0.6 -0.4 -0.1
H 1.575 0.785 2.817 0.2 -0.2 0.2
H 2.955 0.711 1.685 0.1 0.3 0.5
H -1.289 0.184 -1.942 0.2 -0.5 -0.2
H 0.246 0.784 -2.601 0.5 -0.5 0.2
H -0.638 1.607 -1.327 0.5 0.0 0.3
C -4.484 -3.836 -4.440 -1.3 0.0 0.1
O -3.190 -3.445 -4.053 -0.2 0.0 -0.7
C -2.686 -3.850 -2.886 0.0 1.0 -0.1
O -3.199 -4.550 -2.070 -0.2 -0.5 0.0
O -1.503 -3.277 -2.715 0.7 0.0 1.1
C -1.028 -2.256 -3.577 0.3 0.1 -1.0
H -5.133 -4.098 -3.603 0.4 -0.2 0.2
H -4.487 -4.661 -5.150 0.3 -0.1 0.0
H -4.984 -2.985 -4.902 0.4 0.1 -0.2
H -0.124 -1.818 -3.161 -0.1 -0.2 0.4
H -1.734 -1.445 -3.748 -0.2 -0.2 0.1
H -0.753 -2.712 -4.529 -0.1 0.2 -0.1
C -6.691 -1.110 -2.706 -0.3 -1.5 0.2
O -6.215 0.210 -2.853 -0.7 0.4 -0.1
C -4.908 0.376 -2.998 0.9 -0.3 -0.3
O -4.050 -0.384 -2.631 0.0 -0.2 0.0
O -4.694 1.517 -3.639 -1.1 0.3 0.1
C -3.400 1.848 -4.044 1.7 0.7 -0.4
H -6.721 -1.644 -3.658 0.3 0.2 -0.2
H -7.719 -1.142 -2.351 0.0 0.8 0.1
H -6.121 -1.721 -2.006 0.3 0.3 0.0
H -2.620 1.716 -3.289 -0.3 -0.3 0.2
H -3.365 2.910 -4.295 -0.5 0.0 0.2
H -3.076 1.337 -4.953 -0.3 -0.4 0.2
C -4.743 1.559 0.513 0.4 -1.1 1.7
O -3.699 2.458 0.194 -0.3 -0.4 -2.3
C -2.891 2.939 1.090 0.7 0.4 1.1
O -2.966 2.801 2.291 -0.1 -0.1 -0.3
O -1.943 3.653 0.458 -0.3 -0.2 0.2
C -0.998 4.327 1.310 -0.1 0.1 -0.8
H -5.083 0.920 -0.300 0.0 1.1 -0.8
H -5.508 2.110 1.053 -0.3 -0.3 -0.2
H -4.348 0.755 1.147 0.0 0.5 0.5
H -0.606 5.111 0.663 0.0 0.1 0.2
H -0.178 3.651 1.542 -0.2 -0.1 0.3
H -1.505 4.757 2.170 0.2 -0.1 0.1
```
Forces are in eV/Å.

E_LUMO, eV: -0.68
SMILES: O=[N+]([O-])c1ccccc1.O=[N+]([O-])c1ccccc1.CCOS(C)(=O)=O.COC(=O)OC.COC(=O)OC.COC(=O)OC.COC(=O)OC.COC(=O)OC.COC(=O)OC.COC(=O)OC
Frontier orbital gap, eV: 9.47


Number 1: F_max 0.1162 Eh/bohr. Number 2: F_max 0.1519 Eh/bohr. Number 3: F_max 0.2827 Eh/bohr. Number 4: F_max 0.0788 Eh/bohr. Number 5: F_max 0.0722 Eh/bohr. Number 6: F_max 0.0459 Eh/bohr.